1.
60
Properties=species:S:1:pos:R:3:mulliken_spin:R:1 method="wB97M-V/def2-TZVPD" e_lumo_ev="2.23 / 2.12" charge=-1 de_lowest_kj_mol=588.2 spin_multiplicity=2 e_tot_ha=-1528.52250 s_squared=0.751
O 0.32 2.37 0.23 0.00
O -4.79 -3.84 -0.82 0.12
O -2.98 0.12 0.47 0.08
O 2.18 0.87 4.33 -0.08
O 0.89 0.56 2.07 0.74
O 0.26 -2.27 2.65 -0.02
O 3.70 -1.64 -2.43 0.15
O 3.23 -0.77 1.30 -0.24
O 0.11 0.77 -5.07 0.06
O -1.24 -1.64 4.77 0.02
O 0.22 -1.23 0.07 -0.22
O -0.70 4.25 -3.33 0.01
O -4.37 1.90 -2.76 0.04
O -1.48 3.01 2.31 -0.02
O -1.57 -4.28 -1.54 -0.03
O -1.15 0.36 -2.26 0.13
O 2.54 1.59 -0.95 0.09
O -0.01 -1.74 -4.50 0.00
O 2.52 3.75 0.76 -0.11
O 2.19 -1.81 4.70 0.04
H -0.07 -1.11 -0.76 0.06
H 1.73 -1.84 3.85 0.08
H 3.57 -1.58 1.07 0.13
H -4.00 1.11 -2.20 0.00
H -0.81 -1.37 -4.16 -0.01
H 1.50 0.94 3.55 -0.08
H 1.70 0.77 1.54 0.00
H -0.36 -1.91 3.18 -0.02
H -1.12 0.59 -3.26 -0.03
H -1.59 3.57 1.48 -0.02
H 1.67 0.44 5.11 0.00
H -0.10 0.85 -6.12 -0.01
H -4.94 -3.07 -0.59 -0.05
H -1.79 0.08 -1.80 -0.03
H -4.01 -3.99 -1.01 0.00
H 2.62 4.63 0.93 0.03
H 4.36 -2.10 -3.00 -0.09
H -5.23 1.71 -3.14 -0.03
H -0.30 -2.58 2.03 0.07
H 2.60 3.28 1.56 0.01
H 0.01 -2.46 -3.96 -0.01
H 0.97 1.27 -4.97 -0.01
H -1.38 -2.32 5.19 -0.02
H 3.44 -0.53 2.28 0.09
H -0.70 2.53 2.01 0.01
H -2.64 0.90 0.87 0.00
H 0.56 -0.39 1.77 -0.04
H -1.39 -4.73 -2.39 0.01
H 4.31 -0.96 -1.95 0.00
H 0.72 1.65 0.58 -0.04
H 1.12 2.87 0.01 0.05
H -1.17 -4.89 -0.95 -0.01
H -2.01 -1.15 5.05 0.00
H -3.88 0.28 0.36 -0.03
H 1.18 -0.99 0.17 0.13
H -1.58 4.18 -3.00 0.00
H 2.55 0.64 -1.07 0.06
H 3.01 1.76 -0.07 0.05
H 2.77 -2.59 4.62 -0.03
H -0.02 3.81 -2.72 0.00

2.
14
Properties=species:S:1:pos:R:3:mulliken_spin:R:1 method="wB97M-V/def2-TZVPD" e_lumo_ev="0.91 / -0.38" charge=0 de_lowest_kj_mol=134.4 spin_multiplicity=3 e_tot_ha=-611.14718 s_squared=2.003
P -3.84 0.81 0.46 1.83
O -3.71 -0.46 -0.48 0.12
C 0.73 0.13 0.69 0.01
C -2.41 -1.09 -0.63 -0.08
C -1.47 -1.01 0.23 0.10
C 0.64 0.72 -0.68 0.01
C -0.43 -0.82 0.93 0.03
H 0.58 -0.04 -1.46 0.00
H 0.81 0.77 1.45 0.00
H -0.37 1.14 -0.99 0.00
H 1.65 -0.54 0.60 0.00
H -0.51 -1.23 1.90 0.00
H -2.42 -1.76 -1.40 -0.01
H 1.42 1.43 -0.89 0.00

3.
22
Properties=species:S:1:pos:R:3:mulliken_charge:R:1 method="wB97M-V/def2-TZVPD" e_lumo_ev=-1.61 charge=0 de_lowest_kj_mol=830.0 e_tot_ha=-312.90127
C -2.53 0.99 -0.62 -0.25
C -1.32 -0.78 1.47 -1.20
C -2.91 -0.09 -1.41 -0.80
C 2.24 0.44 -0.54 -0.33
C 3.52 -0.44 -0.06 -0.95
C -0.51 -0.22 0.19 0.19
C 1.12 0.10 0.51 -0.74
C -1.27 1.02 -0.08 -0.39
H 1.55 0.01 1.50 0.31
H -1.19 -1.89 1.61 0.29
H 2.53 1.48 -0.34 0.26
H -2.41 -0.65 1.23 0.37
H 3.28 -0.51 1.02 0.27
H 3.39 -1.39 -0.67 0.30
H -0.63 1.94 -0.05 0.39
H 2.29 0.31 -1.73 0.30
H -0.71 -0.72 -0.81 0.46
H -2.69 -1.14 -1.11 0.24
H -3.91 -0.14 -2.00 0.23
H 4.44 0.21 -0.12 0.32
H -3.27 1.74 -0.33 0.36
H -1.01 -0.26 2.35 0.38

4.
71
Properties=species:S:1:pos:R:3:mulliken_spin:R:1 method="wB97M-V/def2-TZVPD" e_lumo_ev="4.59 / 4.62" charge=-2 spin_multiplicity=4 e_tot_ha=-2810.83039 s_squared=3.937
Mn 0.18 0.26 0.46 3.86
Cl 0.46 -1.88 1.19 -0.08
N -0.25 -1.87 -2.46 -0.04
N -2.11 -1.74 -1.40 0.02
C 2.40 -0.62 4.57 0.01
C -0.21 1.77 -0.82 0.07
C -2.23 -2.81 -2.28 0.00
C -0.42 0.04 4.08 0.00
C -3.09 -1.40 -0.35 -0.48
C -2.76 -0.04 0.25 -0.12
C 1.19 -1.71 -2.77 0.22
C 0.19 4.16 -1.04 0.07
C 0.71 0.83 3.40 0.18
C -4.48 -1.42 -0.98 0.13
C 4.42 -1.47 3.52 0.00
C 2.04 0.03 3.39 0.11
C 3.60 -1.36 4.65 0.00
C 2.91 -0.01 2.29 -0.18
C 4.07 -0.80 2.34 -0.01
C -0.62 4.19 -2.18 -0.04
C -0.83 5.48 -2.92 0.00
C 0.40 2.95 -0.36 -0.31
C 0.98 2.20 4.02 -0.03
C -1.21 3.01 -2.65 -0.04
C 1.65 -0.29 -2.43 -0.07
C 0.19 1.18 2.04 0.00
C 2.02 -2.69 -1.93 -0.04
C -3.02 -2.43 0.77 0.13
C -1.02 1.81 -1.95 -0.11
C 1.37 -1.98 -4.25 -0.05
C -0.92 -1.15 -1.55 -0.11
C -1.05 -2.90 -2.94 0.00
H -1.39 0.53 3.92 -0.01
H 1.74 -0.12 -1.34 -0.12
H -3.14 -3.40 -2.35 0.01
H 0.06 2.79 4.01 0.03
H -4.75 -2.43 -1.30 0.00
H 2.69 0.57 1.38 0.09
H -2.77 0.75 -0.51 0.01
H 1.72 2.72 3.38 0.04
H 1.75 -3.72 -2.18 0.00
H 3.08 -2.54 -2.16 0.01
H 1.17 -3.02 -4.47 0.00
H -0.24 -0.06 5.16 -0.08
H -3.55 0.20 0.97 -0.08
H -3.73 -2.15 1.56 -0.01
H -0.72 -3.59 -3.72 0.00
H -2.01 -2.45 1.21 0.00
H -0.50 -0.97 3.63 0.05
H -0.14 5.56 -3.77 0.00
H 2.40 -1.75 -4.52 -0.01
H -1.85 5.54 -3.31 0.00
H 2.66 -0.16 -2.83 0.01
H -0.55 2.02 2.09 -0.13
H -0.64 6.33 -2.26 0.00
H -3.28 -3.43 0.41 0.02
H 1.02 2.91 0.54 0.03
H -1.82 3.04 -3.56 0.00
H 5.33 -2.06 3.57 0.00
H 3.86 -1.82 5.60 0.00
H -1.53 0.90 -2.31 -0.01
H 1.86 -2.51 -0.86 -0.02
H 4.71 -0.88 1.46 0.00
H -1.78 -0.07 0.80 0.00
H -5.21 -1.09 -0.23 0.00
H 1.76 -0.54 5.44 0.02
H 1.37 2.11 5.04 -0.02
H 0.64 5.09 -0.68 0.03
H 1.01 0.47 -2.87 0.01
H -4.53 -0.74 -1.83 0.02
H 0.72 -1.33 -4.83 0.00

5.
61
Properties=species:S:1:pos:R:3:mulliken_charge:R:1 method="wB97M-V/def2-TZVPD" e_lumo_ev=-3.93 charge=+1 e_tot_ha=-4451.92370
Cs 4.94 2.26 1.68 0.99
Br 2.02 -2.81 -2.65 0.11
S -0.62 -1.23 -2.81 1.42
S -0.64 2.93 -3.20 -0.29
O -0.61 -2.31 -3.84 -0.72
O -0.75 0.20 -3.65 -0.42
O 3.94 0.78 -0.63 -0.40
O -1.85 -1.40 -2.00 -0.54
N 3.55 2.70 -5.12 -0.65
C 0.94 -1.35 -1.80 -0.40
C -2.08 1.01 5.30 -1.08
C -2.87 -0.70 1.51 -0.32
C -0.12 1.21 -2.83 0.48
C -1.40 -3.31 0.63 -0.79
C 2.44 2.66 -4.48 0.04
C 3.29 -0.27 -1.41 -1.47
C 2.34 2.23 -2.97 -0.99
C 3.59 0.67 0.76 -1.74
C 0.47 -1.76 -0.33 0.15
C -3.07 0.88 1.55 -0.82
C -3.10 1.26 4.13 -0.58
C -1.26 -2.73 2.09 -0.98
C -2.36 1.59 2.76 -0.55
C -1.57 -1.19 2.23 0.10
C 1.44 0.95 -2.86 -0.10
C -0.06 -3.23 -0.22 -1.20
C 1.76 0.00 -1.65 0.83
H -2.50 2.69 2.61 0.45
H -2.93 -0.97 0.42 0.10
H 3.40 2.06 -2.67 0.34
H -0.69 -0.56 1.92 0.15
H -0.31 -0.98 -0.08 -0.32
H -2.64 0.54 6.15 0.29
H -1.25 1.43 2.81 0.22
H 3.10 -0.32 1.05 1.10
H -3.78 -1.13 2.01 0.51
H 1.32 -1.55 0.37 0.48
H -2.25 -2.91 0.04 0.33
H -1.89 -3.30 2.80 0.42
H 0.68 -3.87 0.32 0.40
H -1.62 1.98 5.61 0.33
H -1.70 -0.98 3.32 0.14
H -2.57 1.28 0.62 0.10
H -3.81 0.40 3.97 0.33
H 2.96 1.59 1.09 -0.11
H -1.25 0.33 5.00 0.27
H 1.48 2.95 -4.97 0.37
H -0.46 0.99 -1.77 -0.04
H -3.71 2.15 4.41 0.42
H -1.60 -4.41 0.75 0.39
H 3.29 3.01 -6.07 0.30
H 3.49 -1.22 -0.85 0.46
H 1.36 0.51 -0.73 -0.02
H -1.87 2.80 -3.79 0.22
H 1.63 0.34 -3.79 0.25
H -0.32 -3.66 -1.22 0.50
H 3.83 -0.38 -2.38 0.44
H 4.59 0.76 1.37 1.00
H -4.15 1.16 1.44 0.39
H -0.18 -2.86 2.39 0.30
H 1.99 3.08 -2.33 0.46

6.
19
Properties=species:S:1:pos:R:3:mulliken_spin:R:1 method="wB97M-V/def2-TZVPD" e_lumo_ev="0.11 / -1.60" charge=0 de_lowest_kj_mol=200.3 spin_multiplicity=3 e_tot_ha=-477.17871 s_squared=2.018
O -0.08 2.29 0.16 0.01
O 2.54 -0.91 0.43 -0.01
N -2.93 -0.13 0.13 0.91
C -0.33 -2.60 0.06 0.04
C -0.34 -1.16 0.09 0.80
C 1.88 0.04 0.11 0.07
C 0.40 -0.07 0.11 -0.01
C -2.14 1.03 0.24 -0.06
C 2.46 1.35 -0.32 0.01
C -0.53 1.18 0.14 0.16
H -0.06 -2.93 -0.94 0.01
H 0.41 -2.98 0.77 0.03
H 1.99 1.71 -1.22 0.00
H 3.53 1.23 -0.46 0.00
H -3.06 -0.38 -0.85 -0.02
H -1.31 -3.02 0.31 0.03
H -2.42 1.82 -0.47 0.03
H -2.28 1.42 1.26 0.01
H 2.28 2.09 0.46 0.00

7.
114
Properties=species:S:1:pos:R:3:mulliken_charge:R:1 method="wB97M-V/def2-TZVPD" e_lumo_ev=-2.67 charge=+1 de_lowest_kj_mol=0.0 e_tot_ha=-4793.84796
Ca 0.03 -0.30 -0.46 1.50
Cl -2.56 -7.01 2.11 -0.20
Cl 1.77 -4.26 0.38 -0.03
S 0.66 -4.08 -3.58 -0.44
P -1.31 1.48 -2.77 2.78
O -0.80 -1.62 1.19 -0.84
O -2.12 -0.78 -0.36 -0.06
O 2.34 1.05 -0.53 -0.46
N 0.82 -1.99 -2.03 0.75
N -1.14 -4.62 1.03 0.51
N -1.35 -2.68 -2.54 1.47
N 1.52 1.44 -1.58 0.33
C 2.24 -3.52 -3.13 1.33
C -1.98 -1.75 -5.99 -0.77
C -0.68 1.15 2.67 1.94
C -4.35 4.26 -2.58 -0.78
C -0.03 4.08 -5.67 -0.84
C -3.08 -1.20 -5.36 -0.68
C -0.24 2.65 -3.71 0.37
C 0.48 3.27 1.24 0.92
C -1.29 0.08 3.54 -2.81
C 1.80 2.53 -2.17 -0.87
C -3.03 -2.50 1.05 -1.76
C 1.23 4.49 -5.25 -0.90
C 3.47 -4.07 -3.46 -0.75
C 1.05 3.05 -3.32 0.40
C 1.05 -5.70 1.06 0.52
C -2.88 2.36 -2.52 0.37
C -3.08 -3.60 0.01 0.07
C 2.79 2.58 2.06 -2.95
C -2.15 -5.59 -0.97 -0.18
C -0.74 3.17 -4.90 -0.68
C 4.51 -2.38 -2.10 -0.91
C -2.99 1.82 1.91 -2.33
C 1.54 0.45 3.57 -2.36
C -0.03 -2.79 -2.63 0.09
C -0.54 -0.29 -4.74 -0.61
C -1.49 1.99 1.89 0.83
C 1.29 2.40 1.99 1.90
C -5.28 3.58 -1.80 -0.79
C -1.64 0.26 -4.10 0.26
C -4.05 -4.53 -2.00 -1.11
C 0.70 1.35 2.71 0.68
C 1.30 -7.94 1.84 -0.45
C 1.03 4.50 0.58 -2.32
C -0.70 -1.29 -5.69 -0.64
C -1.75 3.99 0.36 -1.86
C -0.87 -6.92 1.78 1.12
C -3.11 -5.55 -1.97 -0.89
C 4.61 -3.48 -2.94 -0.61
C -0.07 -8.02 2.04 -0.63
C -3.16 3.65 -2.94 -0.67
C -1.93 -1.55 0.64 1.24
C -5.00 2.29 -1.37 -0.80
C 2.13 -2.40 -2.29 -1.42
C -2.12 -4.62 0.03 1.09
C -0.90 3.04 1.16 1.65
C -0.34 -5.73 1.27 -1.37
C -2.92 -0.19 -4.42 -0.42
C 3.29 -1.83 -1.77 -0.65
C -4.02 -3.56 -1.01 -0.60
C 1.75 3.97 -4.08 -0.94
C -3.80 1.68 -1.72 -0.48
C 1.87 -6.77 1.35 -0.67
H -0.53 -8.91 2.43 0.44
H 3.54 -4.93 -4.11 0.44
H -1.81 -1.99 -1.95 -1.14
H -5.71 1.76 -0.75 0.46
H -2.27 -0.22 3.19 0.42
H -2.79 -2.90 2.04 0.48
H -2.02 4.87 0.94 0.49
H 1.79 5.21 -5.84 0.43
H -0.45 4.46 -6.59 0.47
H -3.79 0.24 -3.95 0.35
H 2.93 -6.69 1.18 0.45
H 3.17 3.22 1.26 0.46
H 3.23 -0.97 -1.12 0.55
H -3.12 -6.33 -2.72 0.41
H -4.56 5.27 -2.91 0.45
H 2.04 4.74 0.90 0.45
H -4.80 -4.50 -2.77 0.45
H -3.57 0.70 -1.33 -0.06
H 3.31 1.63 2.00 0.53
H 2.96 1.75 -0.27 0.23
H 0.17 -1.70 -6.19 0.49
H 2.51 0.88 3.81 0.51
H -2.67 3.53 0.01 -0.06
H -3.31 1.04 1.21 0.05
H -1.22 4.35 -0.53 0.39
H -2.11 -2.53 -6.73 0.42
H 1.92 -8.79 2.06 0.38
H -0.67 -0.81 3.57 0.53
H -3.98 -1.98 1.09 0.56
H -3.51 2.73 1.63 0.54
H -4.76 -2.77 -1.01 0.47
H -0.72 -3.72 1.24 -0.30
H -1.41 -6.39 -0.96 0.61
H -1.41 0.45 4.56 0.49
H -4.07 -1.54 -5.61 0.49
H -1.72 2.85 -5.25 0.59
H 2.74 4.28 -3.76 0.45
H 1.03 4.44 -0.51 0.22
H 1.73 -0.52 3.10 0.28
H -3.34 1.55 2.90 0.51
H 1.04 0.24 4.52 0.45
H 0.42 5.37 0.82 0.47
H 3.10 3.05 2.99 0.49
H 2.68 3.10 -1.86 0.38
H -1.96 -3.37 -2.95 0.20
H -2.45 4.21 -3.53 0.47
H 5.41 -1.94 -1.69 0.45
H 0.47 0.05 -4.51 0.33
H -6.21 4.05 -1.53 0.41
H 5.58 -3.89 -3.18 0.41

8.
10
Properties=species:S:1:pos:R:3:mulliken_charge:R:1 method="wB97M-V/def2-TZVPD" smiles="C=C[NH+]=C" e_lumo_ev=-7.23 charge=+1 de_lowest_kj_mol=326.2 e_tot_ha=-172.23438
N -0.50 -0.02 -0.91 -0.08
C -1.04 -0.84 -0.02 -0.22
C 0.86 0.18 -0.39 -0.22
C 1.02 0.91 0.72 -0.40
H 1.96 1.08 1.23 0.30
H -0.83 -1.85 -0.40 0.32
H 1.47 -0.70 -0.61 0.37
H -1.04 0.78 -1.25 0.32
H -2.04 -0.54 0.28 0.34
H 0.14 0.99 1.35 0.24

9.
66
Properties=species:S:1:pos:R:3:mulliken_charge:R:1 method="wB97M-V/def2-TZVPD" e_lumo_ev=-2.87 charge=+1 de_lowest_kj_mol=0.0 e_tot_ha=-5074.56237
Br -3.14 -5.98 -1.21 -0.15
S 0.21 -2.97 -1.28 1.13
P -2.89 -2.45 2.50 0.54
F 2.10 -2.28 0.60 -0.21
F 4.14 -3.76 -0.67 -0.27
F 2.87 -4.13 -2.43 -0.19
F 3.41 -1.99 -1.77 -0.20
F 1.86 -4.55 0.22 -0.25
O 0.61 -2.30 -2.52 -0.60
O -2.29 -2.61 -0.27 -0.12
O -0.32 -4.29 -1.66 -0.58
O -1.63 -7.03 0.81 -0.47
O 0.84 4.99 -0.79 -0.44
N 2.90 4.17 1.27 0.02
N -4.35 -1.79 2.57 -0.77
N -2.15 -1.84 -3.59 -0.42
N 0.44 -0.01 -0.31 -0.42
C -2.01 -5.96 0.41 0.20
C -1.02 -1.99 -0.24 -1.13
C -4.54 0.25 -0.04 0.01
C -1.61 -4.62 1.18 -0.33
C -1.37 0.03 -2.00 -0.93
C -2.57 -0.72 -2.71 -0.69
C 1.73 3.21 1.20 -1.44
C 3.05 -3.25 -1.39 0.58
C -2.60 -3.41 0.88 -0.57
C 3.16 4.83 -0.09 -0.46
C 1.83 -3.27 -0.34 0.66
C -1.84 0.47 0.47 -0.82
C -0.99 -0.43 -0.54 0.89
C 4.13 3.37 1.63 -0.90
C -3.38 0.34 0.30 -0.86
C 2.65 5.19 2.34 -0.89
C 2.04 5.73 -0.60 -0.61
H 1.84 6.56 0.08 0.38
H -0.62 -2.10 0.83 0.92
H -0.52 -4.37 1.07 0.17
H 3.49 5.88 2.36 0.36
H -1.76 -4.89 2.28 0.55
H -5.62 -0.03 -0.14 0.38
H 1.01 -0.19 -1.14 0.33
H -1.72 -1.51 -4.46 0.21
H 1.72 5.71 2.13 0.37
H 0.80 3.78 1.19 0.47
H 3.97 2.89 2.59 0.40
H -0.46 -0.01 -2.68 0.43
H -3.36 -1.12 -2.01 0.25
H 3.33 4.02 -0.80 0.38
H 0.18 5.59 -1.18 0.30
H -1.84 -1.50 2.69 0.03
H 2.57 4.67 3.30 0.39
H -1.64 1.14 -1.95 0.38
H 2.34 6.15 -1.56 0.42
H -3.61 -3.89 0.66 0.60
H 1.75 2.58 2.09 0.53
H -1.59 1.54 0.20 0.55
H -4.83 -1.99 1.69 0.25
H -2.82 -3.41 3.58 0.10
H 4.98 4.05 1.68 0.41
H 4.07 5.41 0.02 0.39
H -2.92 -2.49 -3.77 0.21
H -1.51 0.36 1.55 0.44
H 0.46 0.97 -0.02 -0.09
H 1.83 2.60 0.30 0.55
H -3.09 0.04 -3.38 0.29
H 4.29 2.61 0.86 0.38

10.
26
Properties=species:S:1:pos:R:3:mulliken_charge:R:1 method="wB97M-V/def2-TZVPD" e_lumo_ev=-7.29 charge=+2 de_lowest_kj_mol=255.9 e_tot_ha=-514.51345
O 3.47 -0.18 -1.91 -0.42
N 2.45 -0.03 -0.98 0.01
N -0.95 0.52 -0.22 0.03
N 1.44 -1.99 -1.68 -0.34
C -2.06 0.51 0.79 -0.69
C -1.58 1.03 2.14 -0.72
C -1.43 0.23 -1.58 -0.80
C 0.61 0.00 1.58 -0.67
C -0.16 0.67 2.43 -0.53
C 1.49 -0.91 -0.96 0.44
C 0.04 -0.43 0.30 -0.06
H 0.73 -2.69 -1.61 0.25
H 4.32 0.14 -1.55 0.39
H -1.90 -0.75 -1.61 0.39
H 2.44 0.83 -0.45 0.29
H 0.22 0.96 3.40 0.49
H 1.60 -0.33 1.85 0.53
H -0.55 1.47 -0.21 0.43
H -2.88 1.13 0.41 0.42
H -1.70 2.11 2.23 0.41
H -2.16 0.97 -1.89 0.37
H -0.61 0.25 -2.29 0.34
H -0.40 -1.43 0.32 0.37
H -2.20 0.60 2.93 0.45
H 2.23 -2.18 -2.30 0.26
H -2.43 -0.51 0.87 0.38